1.
This record from the OMol25 dataset describes a structure of composition C3LiO3Tl. The level of theory is ωB97M-V/def2-TZVPD.

The geometry in ORCA input format:
```
! RIJCOSX wB97M-V def2-TZVPD def2/J DEFGRID3
* xyz 4 1
C 0.50 0.71 0.28
C 0.43 1.08 1.56
O 0.49 1.50 2.62
O 0.84 -0.86 -0.40
C 0.16 0.14 -0.93
O -1.04 0.39 -1.02
Tl 1.43 -2.68 -0.48
Li -2.81 -0.27 -1.63
*
```

Computed properties:
Energy relative to the best compared isomer or geometry (same formula, charge and spin), eV: 3.181
Orbital gap (alpha / beta), eV: 5.508 / 5.230
HOMO (alpha / beta), eV: -29.79 / -29.43



2.
This record from the OMol25 dataset describes the molecule C4H6O2. The level of theory is ωB97M-V/def2-TZVPD.

The geometry in ORCA input format:
```
! RIJCOSX wB97M-V def2-TZVPD def2/J DEFGRID3
* xyz 0 1
C 1.42 0.13 -0.67
C 0.31 0.13 0.33
O -0.67 1.12 0.17
C 0.07 -0.74 1.30
C -1.75 0.56 -0.43
O -1.71 -0.30 -1.27
H 1.65 -0.91 -0.95
H 2.33 0.59 -0.27
H 1.12 0.67 -1.57
H 0.66 -1.64 1.40
H -0.77 -0.59 1.97
H -2.67 0.98 0.00
*
```

Computed properties:
Structure (SMILES): C=C(C)OC=O
Energy relative to the best compared isomer or geometry (same formula, charge and spin), eV: 1.313
Orbital gap, eV: 10.764
HOMO, eV: -9.76



3.
This record from the OMol25 dataset describes a cluster of 6 separate species, C38H40ClF5IN2 in total. The level of theory is ωB97M-V/def2-TZVPD.

The geometry in ORCA input format:
```
! RIJCOSX wB97M-V def2-TZVPD def2/J DEFGRID3
* xyz 1 1
C 3.25 2.58 4.43
C 3.65 3.51 3.27
C 3.36 2.98 1.87
C 1.91 3.11 1.42
N 1.00 2.44 2.38
N -0.33 2.82 2.18
C -1.13 2.45 1.25
C -2.47 3.07 1.38
I -3.98 1.59 1.24
C -2.39 3.88 2.69
C -0.95 3.70 3.20
Cl -0.04 5.18 3.41
H 3.98 2.63 5.24
H 2.28 2.84 4.85
H 3.21 1.54 4.11
H 4.73 3.69 3.32
H 3.18 4.48 3.38
H 3.95 3.54 1.14
H 3.68 1.94 1.78
H 1.78 2.70 0.41
H 1.63 4.17 1.39
H 1.04 1.43 2.27
H -0.82 1.76 0.47
H -2.58 3.72 0.51
H -2.62 4.92 2.49
H -3.09 3.52 3.44
H -0.90 3.16 4.14
F -0.88 0.63 -1.22
C -1.61 0.99 -2.34
C -1.96 0.01 -3.24
C -2.68 0.41 -4.36
C -3.05 1.73 -4.53
C -2.71 2.69 -3.58
C -1.97 2.31 -2.47
H -1.67 -1.02 -3.09
H -2.97 -0.33 -5.09
H -3.62 2.03 -5.40
H -3.01 3.72 -3.70
H -1.68 3.03 -1.71
F 1.43 5.87 11.04
C 0.99 5.73 9.78
C -0.37 5.85 9.54
C -0.82 5.70 8.24
C 0.07 5.43 7.21
C 1.43 5.31 7.49
C 1.90 5.46 8.78
H -1.04 6.06 10.37
H -1.88 5.80 8.04
H -0.29 5.32 6.20
H 2.13 5.10 6.69
H 2.95 5.38 9.02
F -3.31 -2.90 -2.01
C -2.60 -3.43 -0.99
C -1.61 -2.66 -0.42
C -0.88 -3.20 0.63
C -1.14 -4.48 1.09
C -2.15 -5.23 0.49
C -2.90 -4.70 -0.56
H -1.42 -1.66 -0.80
H -0.08 -2.62 1.08
H -0.57 -4.90 1.90
H -2.37 -6.23 0.84
H -3.69 -5.27 -1.04
F 1.63 -5.02 -3.54
C 1.78 -3.70 -3.75
C 1.15 -2.82 -2.89
C 1.31 -1.46 -3.12
C 2.06 -1.00 -4.19
C 2.68 -1.91 -5.04
C 2.54 -3.28 -4.82
H 0.56 -3.20 -2.07
H 0.83 -0.76 -2.45
H 2.17 0.06 -4.37
H 3.27 -1.57 -5.87
H 3.01 -4.00 -5.47
F 1.62 -6.38 -8.60
C 0.79 -6.97 -7.71
C 0.94 -6.67 -6.37
C 0.09 -7.28 -5.46
C -0.89 -8.16 -5.90
C -1.01 -8.45 -7.25
C -0.17 -7.85 -8.18
H 1.71 -5.98 -6.06
H 0.19 -7.05 -4.41
H -1.55 -8.64 -5.19
H -1.77 -9.14 -7.60
H -0.24 -8.05 -9.24
*
```

Computed properties:
Orbital gap, eV: 5.923
HOMO, eV: -10.37



4.
This record from the OMol25 dataset describes a structure of composition C51H32CdCl6N7S2. The level of theory is ωB97M-V/def2-TZVPD.

The geometry in ORCA input format:
```
! RIJCOSX wB97M-V def2-TZVPD def2/J DEFGRID3
* xyz -1 1
Cd 0.08 -0.02 0.02
Cl -0.31 -8.98 3.68
C -0.24 -7.39 2.99
C -0.56 -7.21 1.66
C -0.51 -5.93 1.11
C -0.14 -4.84 1.89
C 0.18 -5.05 3.23
C 0.13 -6.32 3.79
C -0.08 -3.45 1.35
C -1.29 -2.79 1.12
C -2.60 -3.40 1.21
C -3.51 -2.44 0.86
C -2.75 -1.22 0.63
C -3.34 0.06 0.52
C -4.62 0.18 -0.19
C -4.93 -0.77 -1.18
C -6.01 -0.64 -2.03
C -6.84 0.46 -1.91
Cl -8.18 0.66 -3.00
C -6.59 1.42 -0.94
C -5.50 1.28 -0.11
C -2.65 1.21 1.03
N -1.31 1.35 0.98
C -0.99 2.55 1.54
C 0.29 3.14 1.58
C 0.36 4.54 2.05
C -0.25 5.56 1.32
C -0.19 6.88 1.77
C 0.48 7.16 2.95
Cl 0.57 8.81 3.51
C 1.09 6.16 3.68
C 1.03 4.86 3.22
C 1.50 2.53 1.20
C 2.78 3.18 1.10
C 3.68 2.24 0.72
C 2.95 0.99 0.63
N 1.64 1.22 0.89
C 3.52 -0.28 0.50
C 2.83 -1.49 0.71
C 3.46 -2.75 1.05
C 2.46 -3.61 1.37
C 1.21 -2.89 1.19
N 1.48 -1.63 0.78
C 4.98 -0.38 0.20
C 5.39 -0.44 -1.13
C 6.73 -0.57 -1.46
C 7.67 -0.63 -0.44
Cl 9.36 -0.81 -0.84
C 7.29 -0.56 0.89
C 5.94 -0.43 1.20
C -2.19 3.17 2.05
C -3.22 2.34 1.73
N -1.43 -1.48 0.77
H -0.84 -8.06 1.05
H -0.75 -5.79 0.07
H 0.46 -4.20 3.84
H 0.36 -6.47 4.83
H -2.80 -4.41 1.51
H -4.58 -2.53 0.84
H -4.26 -1.61 -1.33
H -6.18 -1.36 -2.82
H -7.23 2.28 -0.85
H -5.32 2.06 0.61
H -0.76 5.32 0.40
H -0.65 7.67 1.20
H 1.60 6.40 4.61
H 1.51 4.06 3.79
H 2.97 4.23 1.27
H 4.74 2.35 0.53
H 4.52 -2.92 1.08
H 2.55 -4.62 1.72
H 4.64 -0.37 -1.91
H 7.05 -0.62 -2.49
H 8.03 -0.60 1.67
H 5.63 -0.38 2.23
H -2.24 4.09 2.61
H -4.24 2.45 2.06
Cl -1.65 0.19 -2.23
C -2.01 1.60 -3.20
C -3.11 1.51 -4.02
C -3.45 2.57 -4.85
C -2.65 3.70 -4.85
C -1.55 3.78 -4.01
Cl -0.60 5.23 -4.08
C -1.17 2.74 -3.12
S 0.17 2.86 -2.07
H -3.72 0.61 -4.00
H -4.31 2.50 -5.50
H -2.86 4.53 -5.51
N -0.05 -2.50 -1.99
N 1.08 -2.71 -2.76
C 1.85 -1.66 -3.15
N 2.70 -1.96 -4.18
S 1.80 -0.13 -2.52
H -0.10 -3.14 -1.21
H -0.90 -2.53 -2.55
H 1.15 -3.56 -3.29
H 2.90 -2.92 -4.41
H 3.40 -1.27 -4.37
*
```

Computed properties:
Energy relative to the best compared isomer or geometry (same formula, charge and spin), eV: 1.542
Orbital gap (alpha / beta), eV: 4.704 / 4.707
HOMO (alpha / beta), eV: -3.79 / -3.79



5.
This record from the OMol25 dataset describes a cluster of 3 separate species, C32H38ClFNO3P in total. The level of theory is ωB97M-V/def2-TZVPD.

The geometry in ORCA input format:
```
! RIJCOSX wB97M-V def2-TZVPD def2/J DEFGRID3
* xyz 0 1
C 4.67 1.66 -0.34
C 4.16 0.36 -0.98
C 4.19 -0.80 0.02
C 3.25 -1.98 -0.36
C 3.60 -2.39 -1.78
C 1.84 -1.61 0.07
C 1.59 -1.60 1.47
P 2.87 -2.18 2.72
N 1.89 -2.79 3.99
O 3.22 -0.76 3.49
C 0.35 -1.21 1.98
C -0.71 -0.80 1.18
C -1.99 -0.39 1.89
C -2.31 1.09 1.81
F -3.08 -1.15 1.51
C -0.49 -0.79 -0.21
C 0.75 -1.23 -0.74
C 0.77 -1.24 -2.24
O 1.08 -2.17 -2.93
C 0.21 -0.02 -2.86
C -0.93 0.46 -2.35
C -1.62 1.65 -2.97
Cl -2.52 1.13 -4.45
C -2.51 2.43 -2.02
C -1.61 3.26 -1.09
C -1.50 -0.25 -1.18
O -2.68 -0.39 -1.06
H 5.37 1.45 0.46
H 5.20 2.27 -1.07
H 3.85 2.25 0.05
H 3.12 0.51 -1.30
H 4.74 0.13 -1.86
H 3.91 -0.38 0.98
H 5.20 -1.18 0.13
H 3.56 -2.80 0.29
H 3.16 -3.34 -2.08
H 3.34 -1.67 -2.54
H 4.68 -2.51 -1.83
H 1.47 -2.03 4.52
H 1.16 -3.42 3.65
H 2.99 0.00 2.96
H 0.21 -1.22 3.06
H -1.83 -0.64 2.94
H -1.40 1.68 1.79
H -2.95 1.30 0.96
H -2.86 1.37 2.71
H 0.66 0.41 -3.74
H -0.85 2.32 -3.33
H -3.10 3.12 -2.62
H -3.21 1.81 -1.47
H -2.23 3.73 -0.33
H -0.86 2.61 -0.65
H -1.11 4.02 -1.69
C -3.90 -3.53 -3.95
C -3.70 -2.84 -2.76
C -3.92 -3.48 -1.55
C -4.33 -4.81 -1.52
C -4.52 -5.50 -2.71
C -4.31 -4.86 -3.93
H -3.73 -3.04 -4.90
H -3.38 -1.81 -2.78
H -3.77 -2.93 -0.62
H -4.50 -5.30 -0.58
H -4.84 -6.53 -2.69
H -4.47 -5.40 -4.85
C 0.95 3.53 4.35
C 1.01 3.13 3.03
C 0.46 3.93 2.03
C -0.17 5.12 2.36
C -0.23 5.52 3.69
C 0.32 4.73 4.68
H 1.38 2.92 5.13
H 1.50 2.20 2.77
H 0.50 3.61 1.00
H -0.60 5.74 1.59
H -0.72 6.46 3.95
H 0.27 5.04 5.72
*
```

Computed properties:
Structure (SMILES): CCC[C@H](C)c1c(P(N)O)cc([C@@H](C)F)c2c1C(=O)C=C([C@@H](Cl)CC)C2=O.c1ccccc1.c1ccccc1
Orbital gap, eV: 7.854
HOMO, eV: -8.92



6.
This record from the OMol25 dataset describes a cluster of 2 separate species, FH3P2S in total. The level of theory is ωB97M-V/def2-TZVPD.

The geometry in ORCA input format:
```
! RIJCOSX wB97M-V def2-TZVPD def2/J DEFGRID3
* xyz 0 1
F 1.64 -2.00 0.20
P -0.79 -0.19 0.43
P 1.17 -0.54 -0.46
S 4.06 0.57 0.18
H -0.95 0.79 -0.50
H -0.54 0.68 1.43
H 0.44 -1.10 -1.53
*
```

Computed properties:
Energy relative to the best compared isomer or geometry (same formula, charge and spin), eV: 3.558
Orbital gap (alpha / beta), eV: 6.976 / 6.931
HOMO (alpha / beta), eV: -9.41 / -9.28



7.
This record from the OMol25 dataset describes a cluster of 2 separate species, C5H8Cl2O3 in total. The level of theory is ωB97M-V/def2-TZVPD.

The geometry in ORCA input format:
```
! RIJCOSX wB97M-V def2-TZVPD def2/J DEFGRID3
* xyz 0 1
C 0.98 1.04 2.03
C -0.36 0.74 1.29
O 0.02 0.89 -0.08
C 1.27 1.47 -0.23
O 1.73 1.83 -1.29
O 1.82 1.40 0.98
H 1.36 0.05 2.29
H 0.81 1.83 2.76
H -1.05 1.57 1.47
H -0.89 -0.20 1.46
Cl 0.91 -1.96 -0.14
C -0.74 -1.58 -0.62
C -0.71 -1.04 -2.09
Cl -2.32 -0.64 -2.68
H -1.09 -0.83 0.08
H -1.31 -2.49 -0.44
H -0.35 -1.94 -2.58
H -0.08 -0.16 -2.21
*
```

Computed properties:
Structure (SMILES): O=C1OCCO1.ClCCCl
Orbital gap, eV: 11.289
HOMO, eV: -10.70



8.
This record from the OMol25 dataset describes a cluster of 2 separate species, C6H18N7 in total. The level of theory is ωB97M-V/def2-TZVPD.

The geometry in ORCA input format:
```
! RIJCOSX wB97M-V def2-TZVPD def2/J DEFGRID3
* xyz 1 1
C -0.45 -0.26 1.06
C -1.62 -0.87 0.90
C 0.23 1.03 0.48
C 1.00 0.75 -0.88
C 2.10 -0.90 0.10
C -3.85 -1.18 -0.25
N 1.14 1.72 1.58
N -0.79 2.02 0.06
N 1.92 1.55 -1.45
N 0.16 0.06 -1.72
N 1.68 -2.13 -0.31
N 3.22 -0.85 0.79
N -2.56 -0.54 -0.07
H 0.16 -0.59 1.84
H -1.87 -1.67 1.61
H -3.79 -1.93 -0.93
H -4.20 -1.49 0.69
H -4.58 -0.46 -0.65
H 1.04 2.65 1.23
H 0.62 1.53 2.44
H -0.71 2.45 -0.79
H -1.08 2.64 0.80
H 2.28 1.36 -2.26
H 2.38 2.19 -0.79
H -0.79 -0.25 -1.32
H 0.39 -0.25 -2.63
H 2.21 -3.05 -0.19
H 0.92 -2.24 -0.92
H 3.64 0.05 0.99
H 3.67 -1.67 1.07
H -2.46 0.34 -0.49
*
```

Computed properties:
Energy relative to the best compared isomer or geometry (same formula, charge and spin), eV: 0.673
Orbital gap, eV: 8.880
HOMO, eV: -11.24



9.
This record from the OMol25 dataset describes a cluster of 2 separate species, C2H9N3O in total. The level of theory is ωB97M-V/def2-TZVPD.

The geometry in ORCA input format:
```
! RIJCOSX wB97M-V def2-TZVPD def2/J DEFGRID3
* xyz 2 1
C -0.44 -0.24 0.66
C 0.78 0.04 0.19
N -0.62 -0.50 2.01
N -1.78 -0.32 -0.10
N 1.07 0.73 -1.96
O 1.85 0.36 0.81
H -1.04 -1.44 2.28
H 0.15 -0.09 2.73
H -1.89 -0.96 -0.88
H -2.21 0.57 -0.23
H -2.36 -0.64 0.64
H 2.15 0.54 -1.96
H 0.76 0.29 -2.89
H 0.87 1.69 -2.00
H 2.71 -0.02 0.69
*
```

Computed properties:
Energy relative to the best compared isomer or geometry (same formula, charge and spin), eV: 3.287
Orbital gap, eV: 8.419
HOMO, eV: -18.53



10.
This record from the OMol25 dataset describes a cluster of 2 separate species, C5H8O3 in total. The level of theory is ωB97M-V/def2-TZVPD.

The geometry in ORCA input format:
```
! RIJCOSX wB97M-V def2-TZVPD def2/J DEFGRID3
* xyz 0 1
C -0.09 -1.64 0.30
O 0.13 -2.60 -0.57
O -1.41 -0.54 -0.58
O -0.16 -1.67 1.47
H -0.03 -2.27 -1.46
H -2.21 -0.36 -0.04
C 0.85 0.19 -0.52
C -0.61 0.75 -0.42
C 1.87 0.63 0.24
C -1.08 1.42 0.76
H 1.13 -0.28 -1.48
H -0.77 1.34 -1.33
H 1.67 1.24 1.12
H -1.07 0.90 1.70
H 2.90 0.38 0.02
H -1.11 2.50 0.77
*
```

Computed properties:
Energy relative to the best compared isomer or geometry (same formula, charge and spin), eV: 5.871
Orbital gap (alpha / beta), eV: 5.666 / 9.219
HOMO (alpha / beta), eV: -6.41 / -8.90



11.
This record from the OMol25 dataset describes the ion C5H6N with charge +1. The level of theory is ωB97M-V/def2-TZVPD.

The geometry in ORCA input format:
```
! RIJCOSX wB97M-V def2-TZVPD def2/J DEFGRID3
* xyz 1 1
C -0.88 -1.45 0.54
C -0.58 -0.81 -0.64
C 0.64 1.75 -1.10
C 0.70 1.10 -2.35
C 0.40 0.10 -1.06
N 1.20 0.93 -0.09
H -1.70 -2.17 0.65
H -0.58 -1.16 1.59
H -0.91 -1.19 -1.55
H 0.40 2.81 -0.94
H 2.16 0.70 -0.02
H 0.73 0.91 0.87
*
```

Computed properties:
Energy relative to the best compared isomer or geometry (same formula, charge and spin), eV: 7.146
Orbital gap, eV: 8.729
HOMO, eV: -14.62



12.
This record from the OMol25 dataset describes the molecule C19H21ClFN3O. The level of theory is ωB97M-V/def2-TZVPD.

The geometry in ORCA input format:
```
! RIJCOSX wB97M-V def2-TZVPD def2/J DEFGRID3
* xyz 0 1
C -6.45 -2.29 0.10
H -6.08 -2.79 -0.80
H -7.09 -1.47 -0.20
H -7.04 -3.01 0.67
C -5.31 -1.77 0.96
N -4.65 -0.62 0.35
C -3.84 -0.98 -0.79
C -3.28 0.29 -1.44
N -2.53 1.11 -0.51
C -1.15 0.96 -0.40
C -0.47 -0.18 -0.85
C 0.90 -0.31 -0.77
C 1.66 0.71 -0.21
C 1.02 1.87 0.22
C -0.35 1.99 0.11
Cl -1.03 3.53 0.55
H 1.59 2.69 0.62
N 3.06 0.65 -0.08
C 3.89 -0.38 -0.39
O 3.55 -1.45 -0.84
C 5.33 -0.04 -0.13
C 6.14 -0.88 0.62
C 7.48 -0.61 0.83
C 8.03 0.53 0.27
C 7.25 1.38 -0.48
C 5.90 1.10 -0.68
H 5.30 1.76 -1.28
H 7.68 2.27 -0.92
H 9.08 0.75 0.42
H 8.07 -1.29 1.43
F 5.61 -1.98 1.20
H 3.48 1.47 0.32
H 1.38 -1.20 -1.12
H -1.03 -1.00 -1.27
C -3.33 1.41 0.66
C -3.84 0.12 1.30
H -4.46 0.37 2.17
H -2.98 -0.48 1.66
H -2.74 1.96 1.39
H -4.18 2.01 0.34
H -2.66 0.05 -2.30
H -4.13 0.90 -1.77
H -4.46 -1.50 -1.52
H -3.01 -1.65 -0.49
H -4.59 -2.58 1.17
H -5.72 -1.43 1.91
*
```

Computed properties:
Structure (SMILES): CCN1CCN(c2ccc(NC(=O)c3ccccc3F)cc2Cl)CC1
Energy relative to the best compared isomer or geometry (same formula, charge and spin), eV: 0.267
Orbital gap, eV: 8.238
HOMO, eV: -7.58



Number 1: F_max 0.152 Eh/bohr. Number 2: F_max 0.012 Eh/bohr. Number 3: F_max 0.012 Eh/bohr. Number 4: F_max 0.019 Eh/bohr. Number 5: F_max 0.018 Eh/bohr. Number 6: F_max 0.043 Eh/bohr. Number 7: F_max 0.064 Eh/bohr. Number 8: F_max 0.146 Eh/bohr. Number 9: F_max 0.078 Eh/bohr. Number 10: F_max 0.044 Eh/bohr. Number 11: F_max 0.083 Eh/bohr. Number 12: F_max 0.011 Eh/bohr.